8
Properties=species:S:1:pos:R:3:forces:R:3:lowdin_charge:R:1 method="wB97M-V/def2-TZVPD" total_charge=-1 gap_ev=8.41
O -1.516350 -0.223095 0.638115 -0.1246 -0.5358 -0.4286 -0.39
Ga -0.312340 -0.117272 -0.809456 -1.0605 0.7456 -0.3376 0.21
N 1.481837 -0.550492 -0.049983 1.2959 1.5981 0.8661 -0.05
C 1.754115 0.276783 0.776647 -1.6337 -1.2963 1.0449 -0.93
S 1.672354 1.153255 2.187707 0.8407 -0.3434 -1.4314 0.42
H -2.195489 -0.904831 0.508518 0.5097 0.3365 0.0295 -0.05
H -0.652472 -1.081651 -2.035523 0.0725 -0.1990 0.1889 -0.12
H -0.231655 1.447302 -1.216025 0.1000 -0.3059 0.0682 -0.09

43
Properties=species:S:1:pos:R:3:forces:R:3:lowdin_charge:R:1 method="wB97M-V/def2-TZVPD" total_charge=+1 s2=6.05 spin_multiplicity=5 gap_ev="7.69 / 5.76"
Ir -0.264834 0.252929 -0.604187 1.0238 0.8264 0.3910 1.38
O 3.938257 1.359341 2.753553 -0.2182 0.1229 0.0105 0.06
C 4.410329 0.215677 2.180217 0.1687 -0.4877 -0.1452 -0.27
C 5.676046 -0.296641 2.434705 -0.1265 0.1736 0.1089 -0.01
C 6.059496 -1.496096 1.859998 -0.0179 -0.0331 -0.0599 -0.06
C 5.187287 -2.196864 1.037718 0.0390 -0.0427 0.0022 -0.07
C 3.931051 -1.678000 0.770889 0.0317 0.0036 -0.0397 -0.02
C 3.544849 -0.468195 1.324908 -0.1349 0.2382 -0.0551 -0.11
C 2.206134 0.179352 1.015488 0.7704 0.1658 0.6151 -0.36
O 1.638377 -0.263482 -0.132002 -1.4656 0.0467 -0.5738 -0.27
N 1.327885 -0.029251 2.243831 -0.2158 0.1145 -0.3280 0.11
N 0.079456 -0.325892 2.253157 -0.0525 0.1343 0.6173 0.09
C -0.438699 -1.086714 1.298274 0.0097 -0.1973 -0.5217 -0.34
C -1.897077 -1.247514 1.222822 -0.1924 0.0881 0.1634 -0.56
Br -2.325498 -1.392732 -0.678956 -0.0989 -0.1086 0.2142 0.88
C -2.792169 -1.116828 2.201924 0.1832 -0.0427 -0.2821 -0.05
C -4.243940 -1.171497 2.161238 -0.3955 0.0578 0.0193 -0.23
C -4.968029 -1.950209 1.250777 0.2000 0.0176 0.1302 -0.06
C -6.347973 -1.882486 1.219021 -0.0747 -0.0183 -0.0025 -0.06
C -7.027396 -1.045386 2.094933 0.0442 0.0167 0.0213 -0.05
C -6.323307 -0.309877 3.038946 -0.0770 -0.0090 0.0200 -0.06
C -4.944125 -0.384342 3.083924 0.1902 -0.0342 -0.1216 -0.02
H 4.625141 1.793813 3.268366 0.0805 0.0180 0.0227 0.12
H 6.347074 0.243202 3.093537 0.0239 -0.0232 -0.0238 0.12
H 7.049648 -1.885147 2.055203 -0.0118 -0.0089 0.0212 0.11
H 5.492978 -3.136707 0.599708 -0.0130 0.0097 -0.0089 0.11
H 3.250607 -2.198362 0.108985 0.0258 0.0220 -0.0202 0.12
H 2.351519 1.268984 1.020844 -0.1639 -0.0683 -0.0988 0.15
H 1.627485 0.514080 3.049103 0.0609 -0.0387 -0.0050 0.16
H 0.155024 -1.863209 0.816256 0.0729 0.0428 0.1347 0.12
H -2.345456 -0.885287 3.166179 0.0530 -0.0583 0.0051 0.14
H -4.456381 -2.659794 0.615188 0.0020 0.0361 -0.0897 0.09
H -6.897957 -2.494394 0.516703 -0.0019 0.0063 0.0082 0.11
H -8.106326 -0.980876 2.055351 -0.0011 -0.0268 0.0112 0.11
H -6.850526 0.313676 3.747976 -0.0080 0.0113 -0.0198 0.11
H -4.389720 0.185871 3.819586 -0.0330 0.0192 0.0061 0.12
F -0.088690 5.044749 0.129781 -0.0616 -0.0351 -0.0227 0.19
C -1.136800 4.310361 -0.218072 -0.0674 0.0363 0.0722 -0.57
F -2.103930 4.477914 0.688901 0.0388 -0.0013 -0.0530 0.18
F -1.581531 4.717472 -1.405547 0.0098 -0.0177 0.0425 0.19
C -0.761517 2.816971 -0.289648 0.3112 0.2261 0.1799 -0.54
O -1.657431 1.997472 -0.632626 0.1473 -0.8864 -0.2080 -0.08
O 0.394068 2.449818 -0.014252 -0.0556 -0.2954 -0.1374 0.00

Values of strongest force on any atom, in order: 0.045, 0.031, all in hartree/bohr.